Entry 1:
107
Properties=species:S:1:pos:R:3:lowdin_spin:R:1 method="wB97M-V/def2-TZVPD" e_above_lowest_kcal_mol=7.95 s2=0.75 spin_multiplicity=2 charge=+2
H 4.6410 4.3482 2.3866 0.00
H 1.1791 2.3459 3.3905 0.00
N -1.9062 1.9195 4.0402 0.00
B -3.2442 1.1940 3.7117 0.00
H 0.8302 -1.6738 1.3385 0.00
H 3.3078 3.0023 -1.7921 0.00
C 0.1443 -2.8219 -0.3439 0.00
C -2.0924 -2.1440 2.7749 0.01
H 0.7575 1.9935 -6.0903 0.00
H -5.3269 -3.4542 -3.4109 0.00
S 1.7379 -0.7008 -2.1460 0.00
C -0.4788 3.6058 -2.3071 0.00
H 3.1443 2.3424 -6.6144 0.00
C -0.0576 2.6561 -1.3877 0.00
C 0.4522 4.3314 -3.0363 0.00
C 1.1483 0.7996 -4.3598 0.00
C -5.2925 1.2610 6.7462 0.00
N -0.7816 1.6483 3.3453 0.00
C 0.8356 -2.6379 0.8440 0.00
C 3.4294 1.8336 0.4950 0.00
N 2.2631 -0.0930 -0.8211 0.00
S 1.8360 1.2487 -0.0091 0.03
C -4.7033 2.3181 0.4552 0.00
H -2.4114 3.2803 5.5682 0.00
C 2.4918 -2.9334 -3.4331 0.00
C 1.5369 -3.7072 1.3836 0.00
C -3.4521 1.7777 0.1664 0.01
H -5.4293 2.7065 -0.2364 0.00
H 3.0595 -4.7090 -4.4782 0.00
C 0.1522 -4.0386 -1.0154 0.00
N -4.2484 1.3911 4.8060 0.00
H 1.7841 -2.6094 -4.1866 0.00
C 3.4215 2.9500 1.3241 0.00
H 6.7452 1.3210 0.2071 0.00
N 0.9882 1.1395 1.2027 0.07
H -1.4553 -1.6888 -3.9021 0.00
S -0.6866 -1.4137 -1.0544 0.00
N -2.1005 -0.8182 2.6552 0.08
C -2.2401 -2.0731 -3.2669 0.00
C -3.4185 -2.5695 -3.8084 0.00
C 4.6295 3.4777 1.7453 0.00
C 3.5001 0.4346 -3.8477 0.00
H 0.2302 3.9515 5.4213 0.00
N -2.8577 1.4109 1.2958 0.14
H -1.4675 -2.7518 2.1422 0.00
H -2.9538 -2.5409 0.0321 0.00
H 4.6637 -5.4277 -2.7410 0.00
H 2.5362 4.6876 -3.4184 0.00
H 0.1092 0.6342 -4.1146 0.00
C -4.2471 -3.0696 -1.5990 0.00
H 2.0881 -5.7653 1.1558 0.00
H 2.4845 3.4010 1.6226 0.00
H 4.2605 -0.0227 -3.2258 0.00
H -3.5561 -2.5666 -4.8811 0.00
C 4.1070 -4.5092 -2.6113 0.00
C -4.0638 1.3617 6.1564 0.00
C -2.9691 -2.5264 3.7881 0.00
C 2.2500 3.1632 -1.9480 0.00
N -3.6934 1.6878 2.3178 0.01
H 0.1180 5.0842 -3.7380 0.00
H -3.1939 -3.5236 4.1215 0.00
C 1.3030 2.4443 -1.2235 0.01
N 0.2372 -1.0114 -2.3503 0.00
H -5.6266 2.4914 2.4920 0.00
H 4.5921 0.3778 -0.5705 0.00
C 1.8127 4.1106 -2.8584 0.00
N -2.9466 -0.3281 3.5771 0.00
C -3.4902 -1.3415 4.2707 0.00
C -2.0899 -2.0867 -1.8896 0.00
H -0.3930 -4.1617 -1.9429 0.00
Pt -0.8861 0.5786 1.6100 0.62
C -0.3025 3.2250 4.8344 0.00
C 0.8601 -5.0964 -0.4687 0.00
H -4.2170 -1.1515 5.0435 0.00
N -1.0252 -0.3147 -0.1689 0.00
H -5.0275 -3.4528 -0.9563 0.00
C 3.8524 1.1986 -4.9461 0.00
C 2.7063 -2.1745 -2.2870 0.00
H 2.0714 -3.5818 2.3160 0.00
H 3.7302 -1.9496 -0.4150 0.00
N -5.5695 1.2743 4.5065 0.00
C 2.8631 1.7559 -5.7499 0.00
H 6.7649 3.3017 1.6791 0.00
C -4.8200 2.2340 1.8290 0.00
C 5.8142 1.7768 0.5152 0.00
C 3.2045 -4.1076 -3.5913 0.00
C 1.5206 1.5585 -5.4592 0.00
C 3.5991 -2.5562 -1.2995 0.00
H -2.9617 1.6156 -0.7793 0.00
C 4.6100 1.2420 0.0766 0.00
H -0.7726 2.0959 -0.7992 0.00
C 4.3012 -3.7413 -1.4724 0.00
H -1.5366 3.7920 -2.4375 0.00
C 0.1946 2.4206 3.8159 0.00
H 0.8681 -6.0531 -0.9732 0.00
C 2.1495 0.2492 -3.5753 0.00
C -1.6390 2.8876 4.9307 0.00
C -4.4130 -3.0680 -2.9801 0.00
H -5.5085 1.2297 7.7997 0.00
H 5.0026 -4.0607 -0.7136 0.00
C -6.1968 1.2147 5.6642 0.00
C -3.0829 -2.5702 -1.0438 0.00
C 1.5464 -4.9313 0.7296 0.00
H -3.0817 1.3686 6.6002 0.00
C 5.8232 2.8887 1.3437 0.00
H 4.8964 1.3475 -5.1851 0.00
H -7.2721 1.1412 5.6874 0.00

---

Entry 2:
102
Properties=species:S:1:pos:R:3:lowdin_spin:R:1 method="wB97M-V/def2-TZVPD" e_above_lowest_kcal_mol=19.08 s2=0.76 spin_multiplicity=2 charge=-1
H 4.1287 -1.6466 1.1412 0.00
H -1.3969 -3.0501 2.6747 0.00
H 6.7856 -3.9776 5.3132 0.00
C -1.3092 0.0786 3.2888 0.00
H 2.2716 1.3158 1.7488 0.00
O 1.9844 0.7291 -1.6090 0.00
C 0.7649 -0.9318 2.3293 0.01
H 2.7912 2.4449 -3.5371 0.00
C 0.5205 -4.0424 2.7424 0.00
C 2.3785 0.3947 -3.9163 0.00
N 1.6464 -0.6021 1.2167 0.00
H -1.6724 0.7129 4.1091 0.00
C -0.7490 -2.6792 5.6260 0.00
H 2.6489 -4.8810 4.7106 0.00
H 1.0455 -7.1791 1.5511 0.00
H 2.2601 -5.2870 2.5337 0.00
C -0.9179 5.6112 -2.4114 0.00
H -2.5783 -4.8981 1.6400 0.00
C 3.3982 -2.2000 0.5664 0.00
C -3.3645 -0.7272 0.2885 0.01
H -0.8274 6.6820 -2.2889 0.00
C 2.0736 -1.7719 0.5182 0.00
H 4.6938 0.7723 -6.9981 0.00
C -1.5727 3.6516 -3.6787 0.00
H 3.2322 -4.9460 -1.4002 0.00
N 0.0980 5.2068 -0.2605 0.00
H -1.8170 5.7034 -4.3256 0.00
C -1.4635 5.0555 -3.5334 0.00
H -5.0774 -2.9394 2.9835 0.00
C -1.4003 -2.3255 6.8003 0.00
H -2.9560 1.9543 1.0454 0.00
C -0.4563 4.7609 -1.3797 0.00
C -4.2734 -1.7269 -0.0654 0.00
C 0.4339 -0.8933 7.3811 0.00
C 1.1466 -2.5210 -0.2409 0.00
Ir -0.3545 0.3722 -0.6099 0.84
C -2.5267 1.7364 2.0215 0.00
C 0.1943 0.2756 3.0774 0.01
H 0.8686 -4.2287 -1.4876 0.00
C 2.6196 -0.6805 -4.7623 0.00
S -0.5356 -2.0667 -0.4192 -0.01
H -1.7071 2.4292 2.2018 0.00
H 4.8633 -3.6198 -0.0771 0.00
H -4.4829 -1.8646 -1.1180 0.00
C -3.6701 -1.3722 2.5968 0.00
H 2.0563 -0.8327 5.9805 0.00
H -2.3715 -2.7491 7.0265 0.00
C -4.5878 -2.3419 2.2238 0.00
C 5.5834 -2.3988 4.4927 0.00
H 0.6896 0.4471 4.0366 0.00
O 0.3298 -0.1038 -2.8189 0.08
H -2.0041 3.2345 -4.5785 0.00
H 6.4015 -1.6902 4.4452 0.00
C 1.0770 -1.2462 6.2034 0.00
C 4.3188 -2.0233 4.0608 0.00
H -1.2096 -3.3947 4.9551 0.00
C 3.8210 -3.3285 -0.1188 0.00
H 3.3344 0.4561 0.6555 0.00
C 2.7013 0.3425 1.5305 0.00
H -5.5644 -3.3126 0.5766 0.00
C 2.9839 1.6152 -4.2050 0.00
H -1.2295 1.7229 -2.8246 0.00
C -0.8532 -6.1819 1.5605 0.00
Se 0.5205 3.7900 0.7145 0.00
H 0.3131 1.1679 2.4641 0.00
H -1.3857 -7.0145 1.1178 0.00
C 3.4582 -0.5531 -5.8607 0.00
Br 1.8342 -2.3756 -4.4238 0.00
C -0.8425 -3.9558 2.4560 0.00
H -0.0822 -1.4557 1.8796 0.00
H -1.4667 -0.9577 3.5817 0.00
H 0.9005 -0.1949 8.0656 0.00
H -3.4738 -1.2297 3.6536 0.00
H 4.1677 -1.0163 3.6930 0.00
C 2.9093 -4.0691 -0.8522 0.00
C 0.5087 -6.2742 1.8105 0.00
S -2.7509 0.2731 -1.0263 0.00
C -1.5253 -5.0088 1.8686 0.00
C 1.5033 0.3210 -2.6883 0.00
C -1.1458 2.7956 -2.7005 0.00
Ge 1.3891 -2.4672 3.5609 0.00
C 3.2505 -2.9132 4.1037 0.00
C 5.7987 -3.6774 4.9840 0.00
N -0.1471 2.6063 -0.4856 0.00
C 0.4920 -2.1352 5.3021 0.00
C -0.5841 3.3309 -1.5220 0.00
N -2.0265 0.3659 2.0451 0.04
H 3.6519 -1.4121 -6.4884 0.00
C -4.8701 -2.5395 0.8832 0.00
C 4.0426 0.6717 -6.1387 0.00
C 4.7369 -4.5675 5.0613 0.00
H -1.3256 -1.1378 8.5867 0.00
C -0.8140 -1.4234 7.6758 0.00
C 3.4758 -4.1847 4.6298 0.00
H 4.8930 -5.5616 5.4623 0.00
C -3.0217 -0.5731 1.6564 0.01
H -3.2974 1.8934 2.7922 0.00
C 3.8000 1.7607 -5.3137 0.00
H 3.2981 0.0307 2.4001 0.00
C 1.5848 -3.6704 -0.8988 0.00
C 1.1899 -5.2095 2.3815 0.00
H 4.2504 2.7215 -5.5293 0.00

---

Entry 3:
174
Properties=species:S:1:pos:R:3:lowdin_charge:R:1 method="wB97M-V/def2-TZVPD" e_above_lowest_kcal_mol=137.94 charge=0
H -7.1704 2.5393 -3.5620 0.15
F 4.6606 -2.5305 -3.5283 0.09
O -2.8022 -0.0825 10.1983 -0.30
C 2.2194 0.9209 -3.4650 0.02
F -1.4283 -7.1664 -0.2278 0.12
C -2.0910 1.5017 -2.9155 -0.14
F 2.3780 -5.8705 -7.9886 0.17
C 5.2204 7.3574 2.8074 -0.68
F 0.1060 -2.6114 1.6227 0.17
H 4.7459 0.7147 2.8273 0.07
H -0.4188 4.6410 0.0781 0.14
C -2.2520 1.4188 -4.2954 0.02
O 4.5775 5.3491 4.4443 -0.26
F -0.1351 -12.6371 -3.7219 0.11
C 4.4096 0.2116 -3.9935 0.04
F -0.5470 1.0455 11.4849 0.13
C 4.6814 1.7204 2.4113 0.06
F -1.0106 5.3482 2.8825 0.09
O 0.0275 -7.0051 -3.6388 -0.32
C 1.7387 -6.0548 -6.8623 -0.72
O 7.8898 -1.8424 4.9864 -0.28
N -1.7543 -0.8473 -4.2735 -0.06
C 3.5572 0.8261 -3.0876 -0.09
F 4.6071 -1.8338 1.4710 0.11
C 4.9367 0.5089 -1.0748 0.04
H -3.1311 -3.4387 1.7984 0.13
C 5.2737 0.7202 0.2441 0.05
N -0.4153 -9.1123 -2.2502 -0.28
N 2.6203 6.5184 3.3143 -0.28
H -2.1856 -2.1620 -5.8225 0.12
H 5.8762 0.0370 0.8313 0.15
C -6.4499 1.3624 -1.8656 0.04
C -1.7927 0.3171 -2.2414 0.03
H -9.4672 3.4185 -3.5569 0.11
C -7.8444 1.4172 0.0377 0.07
C -3.0345 -2.4446 2.2368 0.08
C -5.7519 -0.0171 0.0813 -0.14
H -3.5292 5.9028 -2.3951 0.15
O -1.9282 0.3301 6.8256 -0.29
F 3.4475 -3.5139 2.3188 0.18
H -3.7864 3.5741 -3.3419 0.12
S 1.2158 -4.4139 -6.0787 0.65
H -3.3045 -2.5225 3.2888 0.13
C -2.9117 5.0763 -2.0839 -0.01
C -0.6347 -6.7178 -1.1980 -0.71
H 2.6257 -0.0160 -7.5448 0.11
O -2.2725 -7.5786 -3.1042 -0.32
C -1.3119 1.8798 2.5658 -0.60
H -1.4140 -1.8295 -2.5035 0.15
S 4.1440 5.8529 3.1852 0.63
F 4.5266 -4.5835 -2.9115 0.18
F 3.5768 -2.9887 -1.7220 0.14
F 3.1195 -1.5567 2.9706 0.14
H -8.5225 4.5317 -2.6855 0.11
C 1.7729 0.4763 -4.6815 -0.01
O 0.5153 0.1819 3.2965 -0.21
O 1.7176 4.1665 3.5167 -0.28
F -2.1758 1.6471 12.7020 0.13
H -2.3642 2.3385 -4.8613 0.13
S -0.8724 -7.7217 -2.7685 0.52
H -2.2227 6.6739 0.4930 0.11
C 3.3604 2.2718 -0.9987 0.05
C -6.2171 -1.1261 0.7796 0.06
S 0.2935 0.9483 2.1183 0.57
F 6.7324 0.5756 6.3898 0.15
H 5.5744 2.2785 2.6937 0.11
H -0.9054 6.9697 -0.5851 0.12
F -0.9060 -5.4291 -1.3916 0.10
H -9.5077 2.7653 -0.1742 0.16
C 7.3448 0.7802 5.2451 -0.73
S -2.7109 1.3180 7.5037 0.58
C 0.0504 -11.6291 -2.8422 -0.67
N -2.0312 5.3031 -1.1071 -0.06
S 5.4012 -2.5926 3.7748 0.60
H 4.5552 -0.7251 -5.9288 0.16
C -2.0442 0.2504 -4.9709 -0.02
C -2.1475 2.8136 -2.2356 -0.13
F -0.0785 6.2097 4.6155 0.17
C -1.1887 3.1106 -1.2549 0.07
F -1.1128 2.7159 3.5442 0.17
C -1.6426 -0.8641 -2.9402 0.05
O 6.4511 -3.3812 3.2080 -0.28
H -0.5412 2.3057 -0.9163 0.12
N 4.5935 1.6693 0.9291 -0.01
F 5.7155 7.9017 3.8745 0.19
O 0.8105 -9.6869 -4.4914 -0.28
S -0.3408 -9.9941 -3.7032 0.62
O 1.0304 -3.4598 -7.1618 -0.35
O 1.7512 -4.9112 -3.1086 -0.25
C -1.4437 -2.0720 -5.0327 0.04
C -1.9586 6.6713 -0.5519 0.05
H 1.1171 -0.6734 -6.9941 0.09
C -2.9940 3.8363 -2.6510 0.01
F 4.5256 8.2371 2.0615 0.11
S 7.2717 -0.8024 4.2225 0.57
H -10.0244 4.0334 -1.9098 0.11
N 5.7022 -0.9880 4.0076 -0.31
O -0.0028 -4.6189 -5.3573 -0.29
F 0.6656 -6.7840 -7.0347 0.18
C -5.2962 -1.8325 1.5264 0.04
F -2.8258 4.0045 6.8766 0.12
C 3.8544 -3.4545 -2.9328 -0.65
C 0.5776 -2.4602 0.4084 -0.68
H 2.5682 -1.6920 -6.9235 0.08
H 1.5660 1.4629 -2.7995 0.10
O 7.9550 -0.3732 3.0166 -0.33
C 3.9251 -0.2433 -5.1951 0.00
F 6.7635 1.7538 4.5845 0.14
F 1.3391 -11.6248 -2.5437 0.14
O 2.2734 -0.3953 0.6417 -0.25
H 3.8235 2.2584 2.8039 0.10
C -8.6443 2.3076 -0.6337 0.02
F -1.1093 2.8649 6.1438 0.13
N -0.2648 0.2124 0.8425 -0.32
H -0.4416 -1.9635 -5.4414 0.08
F 6.1836 6.9374 1.9830 0.12
H 2.5050 2.8109 -1.3814 0.12
C -1.6095 1.8437 11.5089 -0.68
F 1.6285 -3.1603 0.1858 0.23
C 2.1826 -0.6849 -6.8007 0.03
S -2.7768 1.3546 10.1039 0.55
H -1.4959 -2.9375 -4.3808 0.11
C -9.2129 3.6971 -2.5376 0.05
O 1.6260 5.3036 1.3371 -0.36
C 4.0368 -2.3809 2.5342 -0.75
C 3.6864 2.4405 0.3408 -0.01
C -6.7066 0.9002 -0.5748 -0.11
N 2.6435 -4.0064 -5.2790 -0.28
H -2.0290 0.1099 -6.0411 0.16
F 0.6146 -6.7874 -0.8050 0.15
O 4.3679 4.9665 2.0723 -0.32
F 8.6019 1.0439 5.5194 0.16
C -7.3077 2.1771 -2.5550 0.02
F -1.8095 2.5400 1.4632 0.06
N -1.9910 1.8681 8.8575 -0.29
C -3.5254 -0.4932 0.8748 0.02
C -2.4104 2.8067 6.4280 -0.64
C -1.1614 4.3609 -0.6725 0.06
O 4.7878 -3.2003 4.9149 -0.28
O 0.8558 -0.3562 -1.2929 -0.31
H 0.7455 0.5657 -4.9865 0.12
O 1.1476 2.0494 1.7622 -0.28
C -4.3933 0.2690 0.1255 0.04
C -0.0034 6.1450 3.3034 -0.65
O -4.1261 1.0931 7.5037 -0.30
H -5.5976 -2.6514 2.1689 0.17
F -2.2655 1.0082 3.0012 0.10
C 4.0112 1.2889 -1.7431 -0.12
H -2.4765 -0.2310 1.0125 0.10
H 3.1707 3.2022 0.9152 0.11
O 1.4631 -2.4825 -3.6817 -0.35
H -2.0138 -2.0918 2.1290 0.09
F -0.4171 -2.7916 -0.4324 0.11
N 2.6410 -0.1139 -5.5154 -0.06
S 1.6601 5.4019 2.7995 0.54
H -2.4328 7.4054 -1.1930 0.10
O -1.6177 -10.0902 -4.3419 -0.29
H -4.0483 1.2335 -0.2284 0.13
N -3.9892 -1.5713 1.5063 -0.03
H -8.1313 1.1201 1.0388 0.15
N -8.4019 2.6309 -1.9069 -0.08
H 5.4740 -0.2965 -1.5606 0.13
H -1.5076 0.3451 -1.1921 0.09
O -4.0037 2.0659 10.3553 -0.31
S 2.2025 -3.7502 -3.7988 0.56
F -1.2546 3.1196 11.4049 0.13
F -3.1222 2.5974 5.2834 0.06
H -5.5784 1.0172 -2.4129 0.13
F -0.1442 7.3783 2.7781 0.11
F -0.7610 -11.8053 -1.8096 0.14
H -7.2756 -1.3156 0.8732 0.14
F 2.5113 -6.6617 -6.0068 0.18
H 5.4176 -0.0883 -3.7449 0.13
S 0.9662 -0.6291 0.1215 0.64

---

Entry 4:
110
Properties=species:S:1:pos:R:3:lowdin_charge:R:1 method="wB97M-V/def2-TZVPD" total_energy_ev=-159310.8077 charge=+1
C -5.1321 -0.7562 -5.1097 -0.09
H 2.1728 0.5198 -2.4192 0.02
F -1.5303 -0.2482 -5.2945 0.00
H -6.0524 1.4066 0.7738 0.10
H 0.8581 -4.9172 3.4079 0.11
F -0.0176 -1.3563 -0.9777 -0.24
C 1.7193 -4.2972 3.6090 -0.05
C -3.5542 3.2816 -0.3690 -0.10
C -0.1658 -3.1285 -4.9743 0.02
C 2.3165 0.3312 -6.1701 0.01
H 2.4932 -5.1285 -3.1589 0.12
O 1.4148 -3.3674 -1.6435 0.02
As 0.2408 0.2191 -0.1115 1.00
H -0.6641 -2.3172 -3.0880 0.10
C 4.8968 3.6864 1.7958 -0.03
C 1.8934 -3.1780 2.8148 -0.01
Sn 4.8003 0.2876 -0.4581 1.63
H -0.8225 -2.4414 -5.4873 0.10
H 4.2834 -2.3886 -6.2936 0.13
H 2.1761 -5.5046 -5.5853 0.12
H 2.0325 2.1576 1.3514 0.03
H 1.6782 3.9087 2.5844 0.12
C 3.2345 4.8873 3.7422 0.02
C -3.6512 -0.4844 2.4310 -0.07
H -3.6921 1.2594 -0.0708 0.07
C -6.1449 3.5572 0.6679 0.00
C 1.0226 -3.7001 -2.9462 -0.31
F 1.9892 -0.1027 0.3176 -0.36
H -7.1295 3.6062 1.1090 0.11
H 3.8454 -2.2033 -3.6806 0.12
O 2.8442 -0.1159 -2.6778 -0.11
F -1.4349 0.6756 -0.4036 -0.22
H 6.4784 4.7179 2.6855 0.11
H -2.6807 -2.0789 1.5588 0.11
F 0.8974 1.0417 -1.6037 -0.25
C -4.0343 4.5904 -0.1057 0.00
C -0.0528 2.7223 5.1322 -0.10
H 6.0768 6.2230 4.6372 0.11
C -4.3501 -0.0274 -2.9543 -0.05
H 2.6490 5.4766 4.4324 0.13
C 1.7193 -4.5990 -3.6947 -0.04
C 1.7897 0.7644 5.8990 -0.29
H -0.6881 3.5186 4.7736 0.11
F -0.1634 -0.5632 1.3907 -0.23
H -5.8898 -1.2019 -5.7370 0.11
C -3.8501 -0.6669 -5.6216 -0.01
H 1.7577 1.0702 -6.7252 0.14
C -4.8006 -0.0814 3.1594 -0.09
F 0.4153 1.7320 0.8749 -0.27
H 5.5359 3.2643 1.0344 0.08
C 3.4233 -1.6227 -4.4876 0.01
C -3.0700 0.0774 -3.4580 -0.03
H 1.0753 -2.9331 2.1536 0.11
H 4.2238 -0.9836 -8.1104 0.12
C 3.5895 3.2970 1.9419 -0.30
C -5.7074 -1.0092 3.6045 -0.09
C -4.2472 2.1844 -0.0202 -0.13
C 5.4091 4.6017 2.7824 -0.01
C 3.6880 -1.6095 -5.8408 0.01
C 3.0188 -0.7296 -6.6932 -0.32
C 3.8180 -3.7365 4.8334 -0.06
H -4.6228 0.2608 -1.9498 0.08
F -4.3413 -4.0327 2.3221 0.05
H 1.6336 1.3456 -4.5202 0.13
H 0.2262 3.4555 7.1565 0.11
C 2.8041 -0.4661 -4.0199 -0.29
H -3.4351 5.4853 -0.1861 0.11
H -6.2919 -3.1015 3.5869 0.12
O 3.3095 -0.7170 -7.9898 0.10
O 0.3936 -4.2612 -7.0104 0.06
F 3.0572 -1.3636 2.1899 0.02
H 0.0144 1.9301 3.1643 0.08
C -3.5320 -1.8216 2.1716 -0.04
H -6.4207 -0.4570 -3.4449 0.11
H -4.9121 0.9567 3.4360 0.10
F 2.6665 -0.1478 6.2531 0.10
H 1.4869 0.0121 3.9175 0.09
H -2.1705 0.3290 -2.9158 0.10
O 2.9662 2.3024 1.1817 -0.08
C 3.9841 -2.6135 3.9600 -0.01
H 4.5895 -4.1062 5.4926 0.11
H 4.8996 -2.0566 4.0939 0.11
H -2.5472 3.3117 -0.7582 0.10
C 1.4230 1.8039 6.7225 -0.03
O 5.2156 5.8415 4.8230 0.04
C -5.3567 4.7345 0.4139 -0.24
C 2.7323 4.0365 2.7816 0.00
H -6.5524 -0.7212 4.2124 0.11
C 1.2166 0.8050 4.5992 0.00
H 1.9537 1.7243 7.6598 0.12
C -5.5638 2.3154 0.4548 -0.08
C 2.9782 -2.3203 3.0658 -0.34
C 0.4809 2.7432 6.3856 -0.09
C 0.6207 -4.0362 -5.6916 -0.34
C -0.0093 -3.0193 -3.5828 0.00
C -2.8231 -0.2269 -4.7764 -0.24
C 2.1826 0.4677 -4.8271 0.00
F -5.8302 5.9757 0.6329 0.05
H -3.6950 -1.0852 -6.6051 0.12
C -5.6066 -2.3369 3.2520 -0.01
C -4.4945 -2.7032 2.5320 -0.29
H -2.8054 0.1350 2.1715 0.09
C 0.3247 1.7689 4.1862 -0.09
C 4.6169 5.1170 3.7910 -0.29
H 0.9997 -4.9124 -7.3711 0.10
H 2.5834 -5.4798 5.0741 0.10
H 0.8310 -2.6834 -1.3074 0.02
C -5.3996 -0.4593 -3.7966 -0.07
C 1.5589 -4.7965 -5.0524 -0.03
C 2.7093 -4.5200 4.5952 -0.10

---

> Which of these has the highest charge?

C48H42BN12PtS3

---

> Among the records above, which one has the lowest charge?

C48H42BrGeIrN4O2S2Se